# 1
Entry from OMol25: a structure of composition C26H20N8S3Zn (ωB97M-V with the def2-TZVPD basis set).

* gap between HOMO and LUMO: 7.211 eV
* electronic energy: -120133.5395 eV

Last column: Löwdin charge in e.
Element x y z (Å)
Zn 0.84553 1.32153 1.55643  0.472
N -2.18544 0.24510 4.37104  0.067
C -1.54290 0.86386 3.34308  -0.894
S -0.26523 1.96528 3.71659  0.607
N -1.97304 0.55341 2.13722  0.004
N -1.19338 1.07772 1.17437  -0.055
C -1.69988 1.54576 0.09268  -0.168
C -3.14619 1.48408 -0.22731  -0.180
C -3.81082 0.26034 -0.22998  -0.031
C -5.16544 0.20061 -0.51412  -0.076
C -5.87412 1.36382 -0.78316  -0.087
C -5.22001 2.58760 -0.77500  -0.078
C -3.86166 2.64715 -0.50367  -0.037
C -0.76389 2.31553 -0.76146  -0.215
C -1.07954 2.71839 -2.05355  -0.009
C -0.17876 3.51344 -2.74358  -0.047
C 1.01083 3.88253 -2.13582  -0.047
C 1.26616 3.41220 -0.85787  -0.117
N 0.40230 2.65591 -0.19041  0.066
H -2.08107 0.65273 5.28194  0.075
H -3.05499 -0.21769 4.15686  0.095
H -3.25604 -0.64053 -0.00215  0.113
H -5.67058 -0.75702 -0.52137  0.103
H -6.93550 1.31660 -0.99101  0.102
H -5.76964 3.49738 -0.98007  0.103
H -3.35301 3.60419 -0.49340  0.121
H -2.01014 2.40407 -2.50395  0.120
H -0.40456 3.83618 -3.75235  0.112
H 1.72955 4.51246 -2.64061  0.109
H 2.19236 3.63887 -0.34019  0.115
N 2.23249 -2.73682 -0.58982  0.120
C 2.47098 -2.72543 -1.97331  -0.239
C 2.83792 -3.89166 -2.62252  -0.023
C 3.08142 -3.88977 -3.99153  -0.086
C 2.94966 -2.71924 -4.71484  -0.089
C 2.57602 -1.54725 -4.06336  -0.102
C 2.34578 -1.54956 -2.70158  -0.448
S 1.91621 -0.04365 -1.87187  0.996
N 1.51197 -0.51991 -0.31267  -0.251
C 1.72540 -1.68872 0.14270  -0.341
C 1.46471 -1.95440 1.59179  -0.172
C 1.57733 -3.23764 2.12051  -0.009
C 1.42052 -3.43882 3.48124  -0.049
C 1.17445 -2.34942 4.28482  -0.033
C 1.05828 -1.10556 3.68237  -0.123
N 1.17078 -0.90282 2.37247  0.102
H 2.40419 -3.60522 -0.13017  0.109
H 2.93971 -4.80806 -2.04924  0.114
H 3.37335 -4.80872 -4.48168  0.104
H 3.13651 -2.70715 -5.78047  0.104
H 2.47457 -0.61916 -4.61564  0.108
H 1.77978 -4.09693 1.50227  0.102
H 1.50424 -4.43398 3.89999  0.114
H 1.06557 -2.44654 5.35572  0.113
H 0.86424 -0.22163 4.27510  0.046
S 5.45255 1.92620 1.88297  0.505
C 3.85521 1.85583 1.77824  -0.989
N 2.68526 1.80452 1.69939  -0.027

---

# 2
Entry from OMol25: a structure of composition C26H21BrN10O2S3Tc in a non-equilibrium geometry (ωB97M-V with the def2-TZVPD basis set).

* multiplicity: 4
* gap between HOMO and LUMO (spin up / spin down): 7.250 / 6.385 eV
* electronic energy: -151042.3698 eV

Last column: Löwdin charge in e.
Element x y z (Å)
Tc -13.74009 -3.90868 10.67032  1.171
O -16.49775 -7.22126 9.74635  0.088
C -17.30548 -6.56491 10.58563  -0.301
C -18.68250 -6.67857 10.39122  -0.017
C -19.59331 -6.00466 11.20964  -0.080
C -19.20307 -5.20902 12.29579  -0.068
C -17.83641 -5.15602 12.51122  -0.069
C -16.92857 -5.81163 11.73345  -0.134
C -15.44357 -5.75986 12.09169  -0.371
O -14.61366 -5.67659 10.89872  -0.411
N -15.15883 -4.69988 12.97453  -0.070
N -15.21992 -3.47024 12.28827  -0.084
C -15.55807 -2.47987 13.01271  -0.132
C -15.51055 -1.06660 12.64803  -0.639
Br -15.89832 -0.50505 10.91903  0.865
C -15.17283 -0.18583 13.61821  -0.045
C -14.94011 1.25190 13.33738  -0.250
C -13.65091 1.72876 13.50450  -0.055
C -13.32676 3.05689 13.34637  -0.075
C -14.29422 3.94517 12.94736  -0.064
C -15.60092 3.44229 12.84823  -0.105
C -15.97628 2.16702 13.03013  -0.064
H -15.59902 -6.86676 9.96804  0.094
H -19.02582 -7.37094 9.64876  0.114
H -20.63411 -6.18635 10.94224  0.105
H -19.96740 -4.71434 12.88370  0.104
H -17.49587 -4.59373 13.34181  0.096
H -15.12395 -6.69417 12.56613  0.170
H -14.13938 -4.75810 13.30922  0.061
H -15.83691 -2.62723 13.99818  0.119
H -14.88985 -0.43924 14.58036  0.111
H -12.87364 1.06335 13.75883  0.095
H -12.27540 3.30874 13.45769  0.111
H -14.13792 4.99645 12.58415  0.125
H -16.34869 4.16748 12.54635  0.106
H -16.92333 1.81217 12.74540  0.092
S -12.17066 -4.51198 12.31352  0.705
C -11.77590 -6.02627 11.62728  -0.740
C -11.32296 -6.98476 12.58247  -0.263
N -11.20892 -7.78556 13.38904  0.184
C -11.56590 -6.18015 10.31992  -0.636
S -12.16083 -4.84419 9.28455  0.655
C -11.00191 -7.32758 9.67481  -0.244
N -10.53820 -8.14644 9.03902  0.184
N -12.89159 -1.91331 10.55577  -0.027
C -12.38002 -0.86910 10.79761  -0.363
N -11.83643 0.25855 10.82044  0.096
C -10.95197 0.68021 11.71518  -0.383
N -10.15948 1.06550 12.47237  0.107
C -12.53619 -3.01352 5.42583  -0.104
C -14.03295 -2.83561 5.38752  -0.241
C -14.73966 -3.04998 6.72906  -0.578
N -14.14785 -3.22733 7.85133  -0.044
N -14.98731 -3.39768 8.91893  -0.150
C -16.24872 -3.48383 8.55611  -0.654
N -17.28112 -3.68467 9.37031  0.161
S -16.45933 -3.27583 6.82139  1.123
H -12.06250 -2.62071 4.53925  0.073
H -12.33398 -4.09254 5.61036  0.089
H -12.07770 -2.58055 6.33369  0.078
H -14.49422 -3.56550 4.70656  0.109
H -14.30900 -1.87327 4.96087  0.109
H -17.20661 -4.15362 10.24470  0.062
H -18.19810 -3.60577 9.02304  0.099